Record 1
This record from the OMol25 dataset describes 2 unconnected molecules or ions with the total composition C16H14ClO4 at a distorted geometry. The level of theory is ωB97M-V/def2-TZVPD.

## Properties
Electronic energy (eV): -37531.647
Multiplicity: 1
Total charge: -1
Highest occupied orbital energy (eV): -2.62
LUMO (eV): 0.95

Structure (XYZ):
```
35
C16H14ClO4 ωB97M-V/def2-TZVPD
C -5.29 0.92 1.84
C -3.79 1.13 1.84
O -3.09 -0.03 2.19
C -1.75 0.24 2.24
C -0.89 -0.88 2.41
C 0.51 -0.81 2.39
C 1.19 0.42 2.36
C 2.56 0.47 2.32
Cl 3.36 1.99 2.29
C 3.30 -0.71 2.28
C 2.65 -1.93 2.28
C 1.28 -1.99 2.36
O -1.30 1.38 2.11
H -5.82 1.74 1.35
H -5.54 -0.01 1.33
H -5.67 0.83 2.86
H -3.43 1.43 0.85
H -3.49 1.92 2.54
H -1.35 -1.85 2.48
H 0.63 1.34 2.35
H 4.37 -0.65 2.23
H 3.23 -2.84 2.21
H 0.78 -2.94 2.35
C 0.39 -2.04 -1.98
C -0.58 -2.47 -1.17
C -0.40 -3.65 -0.34
O -1.25 -4.01 0.44
C 0.86 -4.38 -0.47
C 1.83 -3.95 -1.28
C 1.67 -2.73 -2.06
O 2.58 -2.30 -2.75
H 0.26 -1.17 -2.60
H -1.52 -1.95 -1.11
H 0.96 -5.28 0.10
H 2.75 -4.49 -1.38
```

---

Record 2
This record from the OMol25 dataset describes a single C7H14O molecule at a distorted geometry. The level of theory is ωB97M-V/def2-TZVPD.

## Properties
Electronic energy (eV): -9532.331
Multiplicity: 1
SMILES: C/C=C(/C)[C@H](C)OC
Highest occupied orbital energy (eV): -9.09
LUMO (eV): 1.01
Energy relative to the best compared isomer or geometry (same formula, charge and spin) (kcal per mole): 33.1

Structure (XYZ):
```
22
C7H14O ωB97M-V/def2-TZVPD
C 1.73 -0.46 1.32
C 0.80 0.07 -0.79
C 0.53 -1.35 -1.23
C -0.36 0.89 -0.23
C -0.01 2.34 -0.25
C -1.51 0.43 0.30
C -2.07 -0.98 0.43
H 1.73 -1.58 1.24
H 2.58 -0.20 1.95
H 0.77 -0.08 1.78
H 1.11 0.56 -1.72
H 0.25 -2.08 -0.48
H -0.28 -1.34 -1.98
H 1.43 -1.71 -1.70
H 0.95 2.48 0.28
H 0.13 2.63 -1.28
H -0.73 3.00 0.22
H -2.22 1.15 0.71
H -3.01 -0.90 0.96
H -2.32 -1.39 -0.57
H -1.38 -1.64 0.97
O 1.90 0.16 0.08
```

---

Record 3
This record from the OMol25 dataset describes a molecular structure, C13H18N6OPdS at a distorted geometry. The level of theory is ωB97M-V/def2-TZVPD.

## Properties
Electronic energy (eV): -39060.151
<S²>: 2.0085
Multiplicity: 3
Total charge: +2
Highest occupied orbital energy (spin up / spin down) (eV): -14.53 / -14.50
LUMO (spin up / spin down) (eV): -6.94 / -8.88
Energy relative to the best compared isomer or geometry (same formula, charge and spin) (kcal per mole): 0.0

Structure (XYZ):
```
40
C13H18N6OPdS ωB97M-V/def2-TZVPD
Pd 0.45 0.83 -0.13
C -1.03 5.06 0.20
C -0.80 3.60 -0.03
N 0.35 3.03 -0.22
N 1.54 3.70 -0.22
C 2.69 3.04 0.05
N 3.85 3.67 -0.06
S 2.64 1.44 0.65
C -1.94 2.68 -0.01
C -3.26 3.11 -0.13
C -4.28 2.17 -0.11
C -3.96 0.83 0.06
C -2.63 0.48 0.22
N -1.65 1.37 0.19
H -0.11 5.62 0.34
H -1.64 5.19 1.10
H -1.58 5.49 -0.63
H 1.56 4.69 -0.46
H 3.95 4.62 -0.39
H 4.70 3.19 0.22
H -3.49 4.15 -0.25
H -5.31 2.48 -0.20
H -4.73 0.07 0.08
H -2.34 -0.55 0.40
N 0.48 -1.20 -0.50
C 0.43 -2.35 -0.32
N 0.32 -3.62 -0.22
C 0.28 -4.30 1.07
C 1.63 -5.02 1.29
O 1.92 -5.85 0.21
C 2.02 -5.15 -1.00
C 0.68 -4.48 -1.33
H -0.53 -5.04 1.03
H 0.09 -3.59 1.88
H 1.57 -5.66 2.17
H 2.42 -4.27 1.44
H 2.28 -5.88 -1.77
H 2.81 -4.39 -0.95
H -0.10 -5.25 -1.43
H 0.74 -3.90 -2.25
```

---

Record 4
This record from the OMol25 dataset describes 2 unconnected molecules or ions with the total composition C6H12O at a distorted geometry. The level of theory is ωB97M-V/def2-TZVPD.

## Properties
Electronic energy (eV): -8462.445
Multiplicity: 1
SMILES: C=C/C(C)=C/C.O
Highest occupied orbital energy (eV): -8.44
LUMO (eV): 0.78
Energy relative to the best compared isomer or geometry (same formula, charge and spin) (kcal per mole): 44.0

Structure (XYZ):
```
19
C6H12O ωB97M-V/def2-TZVPD
C 1.23 -1.80 -0.68
C 2.54 -1.77 -0.52
C 0.68 0.51 -1.09
C 0.29 -0.67 -0.60
C -1.11 -1.07 -0.20
C -0.01 1.83 -0.90
H 0.76 -2.77 -0.84
H 3.11 -0.86 -0.47
H 3.09 -2.70 -0.47
H 1.55 0.49 -1.74
H -1.75 -0.21 -0.02
H -1.54 -1.46 -1.12
H -1.15 -1.77 0.63
H 0.30 2.18 0.09
H 0.36 2.57 -1.58
H -1.07 1.87 -1.15
H -2.72 2.79 3.43
H -1.62 1.80 3.04
O -2.56 1.99 2.90
```

---

Record 5
This record from the OMol25 dataset describes a single C5H8O molecule at a distorted geometry. The level of theory is ωB97M-V/def2-TZVPD.

## Properties
Electronic energy (eV): -7356.996
Multiplicity: 1
Highest occupied orbital energy (eV): -8.74
LUMO (eV): -0.37
Energy relative to the best compared isomer or geometry (same formula, charge and spin) (kcal per mole): 121.3

Structure (XYZ):
```
14
C5H8O ωB97M-V/def2-TZVPD
C 0.96 1.40 0.14
C 1.12 -1.21 0.26
C -0.17 -0.66 -0.32
O -1.24 -0.69 0.62
C -1.50 0.71 0.46
C -0.29 0.91 -0.47
H 1.40 -0.61 1.15
H 1.70 1.43 -0.69
H 0.95 -2.22 0.61
H 1.95 -1.23 -0.43
H -0.43 -1.18 -1.25
H -1.45 1.25 1.41
H -2.48 0.88 -0.02
H -0.51 1.23 -1.49
```

---

Record 6
This record from the OMol25 dataset describes 2 unconnected molecules or ions with the total composition C7H19IN3 at a distorted geometry. The level of theory is ωB97M-V/def2-TZVPD.

## Properties
Electronic energy (eV): -20129.450
Multiplicity: 1
Total charge: +1
Highest occupied orbital energy (eV): -12.42
LUMO (eV): -3.48
Energy relative to the best compared isomer or geometry (same formula, charge and spin) (kcal per mole): 18.9

Structure (XYZ):
```
30
C7H19IN3 ωB97M-V/def2-TZVPD
C 1.18 0.76 -1.23
C -0.78 -0.07 -2.34
C -0.15 3.00 0.52
C -0.81 1.52 2.27
C 0.93 -1.94 1.45
C 0.43 -2.85 -0.90
C -0.96 0.74 -0.03
N -0.28 0.61 -1.16
N -0.75 1.74 0.85
N 0.04 -1.96 0.25
I -2.75 -0.24 0.32
H 1.61 0.08 -0.50
H 1.62 0.65 -2.22
H 1.53 1.82 -0.92
H -0.12 -0.88 -2.66
H -1.79 -0.35 -2.12
H -0.69 0.72 -3.13
H -0.45 3.27 -0.52
H -0.54 3.69 1.32
H 0.91 2.94 0.57
H -1.52 2.38 2.68
H -1.17 0.53 2.56
H 0.19 1.57 2.67
H 0.44 -1.60 2.34
H 1.24 -2.95 1.75
H 1.67 -1.23 1.16
H -0.31 -2.97 -1.65
H 1.38 -2.58 -1.25
H 0.68 -3.86 -0.46
H -0.76 -2.52 0.38
```